Computed, not measured: a 5-piece molecular cluster, C11H24B3FO19S4 overall, with ωB97M-V with the def2-TZVPD basis set.

Structure (XYZ):
```
62
Properties=species:S:1:pos:R:3
C 4.698 0.856 2.314
C 5.367 2.020 1.581
C 4.903 3.349 2.149
F 5.559 4.401 1.465
B 3.340 3.535 1.988
O 2.518 3.759 3.090
B 1.421 2.917 3.062
O 0.705 2.884 1.881
B 1.563 2.611 0.815
O 2.717 3.374 0.760
H 3.638 0.753 2.068
H 5.171 -0.086 2.044
H 4.805 0.965 3.395
H 6.446 1.961 1.732
H 5.155 1.982 0.513
H 5.199 3.420 3.199
H 1.178 2.169 3.955
H 1.346 1.710 0.083
O 1.854 -0.589 0.752
S 1.598 -1.926 0.334
O 2.572 -2.930 0.567
O 1.189 -1.882 -1.198
C -0.103 -2.499 -1.400
C -0.825 -2.256 -0.094
O 0.209 -2.423 0.902
H 0.045 -3.565 -1.580
H -0.579 -2.048 -2.264
H -1.621 -2.965 0.093
H -1.212 -1.239 -0.022
O -2.802 -1.421 4.371
S -1.988 -0.680 5.265
O -1.127 -1.333 6.180
O -2.926 0.359 6.037
C -2.453 1.702 5.859
C -1.792 1.672 4.496
O -1.134 0.401 4.460
H -1.737 1.932 6.650
H -3.294 2.386 5.913
H -1.059 2.459 4.355
H -2.528 1.711 3.690
O -1.030 -3.930 -5.719
S -0.597 -2.633 -5.353
O -1.212 -1.950 -4.269
O -0.594 -1.712 -6.650
C 0.704 -1.128 -6.856
C 1.659 -2.151 -6.273
O 0.973 -2.616 -5.100
H 0.750 -0.179 -6.321
H 0.849 -0.962 -7.920
H 2.614 -1.728 -5.977
H 1.817 -2.993 -6.948
O -5.231 -2.795 -2.907
S -4.469 -1.991 -2.027
O -3.491 -2.574 -1.178
O -5.471 -1.100 -1.164
C -5.160 0.294 -1.299
C -4.572 0.399 -2.693
O -3.779 -0.791 -2.813
H -4.435 0.570 -0.531
H -6.071 0.872 -1.173
H -3.928 1.263 -2.824
H -5.344 0.390 -3.463
```

## Properties
E_HOMO   -10.72 eV
Energy   -98788.91724 eV
Frontier orbital gap   10.7 eV
Structure (SMILES)   CC[C@@H](F)B1OBOBO1.O=S1(=O)OCCO1.O=S1(=O)OCCO1.O=S1(=O)OCCO1.O=S1(=O)OCCO1

=====

Computed, not measured: C19H19FN4O3S2 as an isolated structure, with ωB97M-V with the def2-TZVPD basis set.

Structure (XYZ):
```
48
Properties=species:S:1:pos:R:3
O 1.952 2.344 3.030
C 1.765 2.135 1.845
N 2.133 0.975 1.260
C 1.918 0.541 -0.102
H 1.449 1.307 -0.715
H 2.894 0.291 -0.536
C 1.034 -0.714 -0.124
N 1.640 -1.743 0.694
C 1.457 -3.087 0.424
C 0.428 -3.608 -0.368
C 0.325 -4.951 -0.673
C 1.250 -5.845 -0.167
C 2.272 -5.369 0.638
C 2.376 -4.023 0.920
H 3.198 -3.671 1.523
H 3.005 -6.053 1.040
H 1.170 -6.895 -0.396
H -0.497 -5.278 -1.290
F -0.555 -2.794 -0.857
C 1.838 -1.300 2.058
H 2.285 -2.096 2.652
C 2.737 -0.065 2.068
H 2.855 0.320 3.082
H 3.718 -0.317 1.652
H 0.869 -1.033 2.512
H 0.965 -1.057 -1.155
H 0.027 -0.455 0.229
C 1.106 3.184 0.956
C -0.358 2.860 0.692
H -1.034 3.386 1.358
H -0.565 1.794 0.705
S -0.740 3.390 -1.010
O 0.177 2.704 -1.887
O -0.767 4.825 -1.084
C -2.395 2.786 -1.369
C -3.320 3.611 -1.945
C -4.588 3.135 -2.332
C -4.941 1.822 -2.166
C -4.010 0.952 -1.575
N -4.149 -0.351 -1.314
S -2.811 -0.893 -0.629
N -1.980 0.483 -0.597
C -2.721 1.441 -1.158
H -5.901 1.442 -2.475
H -5.285 3.825 -2.782
H -3.048 4.643 -2.103
H 1.191 4.142 1.469
H 1.631 3.262 0.003
```

## Properties
E_HOMO   -8.07 eV
Energy   -56501.81036 eV
Frontier orbital gap   6.8 eV
Relative energy (zero: lowest compared OMol25 entry of this formula, charge and spin)   89.2 kJ/mol

=====

Computed, not measured: one molecule with the formula C3H4OSi, with ωB97M-V with the def2-TZVPD basis set.

Structure (XYZ):
```
9
Properties=species:S:1:pos:R:3
C -2.274 -0.418 -0.405
C -1.265 -0.021 0.148
C -0.103 0.468 0.659
O 1.331 -1.301 0.311
Si 1.562 0.129 -0.262
H -3.156 -0.782 -0.839
H -0.034 0.514 1.735
H 2.552 1.020 0.337
H 1.387 0.391 -1.683
```

## Properties
E_HOMO (spin up / spin down)   -8.31 / -10.10 eV
Energy   -13095.43047 eV
Frontier orbital gap (spin up / spin down)   9.2 / 7.1 eV
2S+1   3
Relative energy (zero: lowest compared OMol25 entry of this formula, charge and spin)   0.0 kJ/mol